Record 1
Formula: C14H14Co2NO7
Source: OMol25
Level of theory: the ωB97M-V functional and the def2-TZVPD basis

Cartesian coordinates (Å):
O  2.781  -0.350  3.103
C  1.952  -1.442  2.762
C  0.622  -1.127  3.424
C  -0.500  -2.160  3.198
C  -1.790  -1.317  3.164
C  -1.330  0.149  2.952
N  0.103  0.084  2.883
H  3.688  -0.574  2.840
H  1.805  -1.482  1.670
H  2.341  -2.393  3.164
H  0.808  -1.020  4.515
H  -0.333  -2.640  2.224
H  -0.491  -2.921  3.984
H  -2.459  -1.644  2.364
H  -2.308  -1.388  4.126
H  -1.734  0.556  2.016
H  -1.688  0.791  3.778
H  0.636  0.922  3.055
O  1.086  -2.914  -2.198
C  0.967  -1.905  -2.763
Co  0.756  -0.353  -3.559
C  2.272  0.545  -3.506
O  3.275  1.124  -3.514
C  0.388  -0.509  -5.274
O  0.163  -0.581  -6.412
C  -0.951  0.354  -2.801
C  -0.685  0.822  -1.498
C  -0.240  0.331  -0.328
Co  -0.820  2.144  -2.692
C  0.443  3.412  -2.378
O  1.196  4.283  -2.291
C  -2.272  2.738  -1.888
O  -3.236  3.060  -1.338
C  -1.163  2.522  -4.391
O  -1.375  2.783  -5.496
H  -1.862  -0.139  -3.162
H  0.262  0.978  0.388
H  -0.309  -0.740  -0.121

Output
Kohn-Sham gap ... 6.412 eV
Energy ... -105819.117 eV
Net charge ... -1
ΔE to the lowest compared entry with this formula, charge and spin ... 0.0 kJ/mol

Mulliken population analysis, charges in e, atoms 1 to 4:
1 O -0.534
2 C -0.647
3 C 0.056
4 C -0.730

Record 2
Formula: C4H8O2
Source: OMol25
Level of theory: the ωB97M-V functional and the def2-TZVPD basis

Cartesian coordinates (Å):
O  -0.694  -0.665  2.335
C  0.586  -0.733  2.576
C  0.425  1.344  -0.182
C  -0.496  0.436  -0.958
C  -0.091  -0.877  -1.456
O  -0.931  -0.768  -0.311
H  -0.934  -0.855  1.398
H  -0.091  1.851  0.634
H  1.097  -1.029  1.597
H  0.844  2.118  -0.830
H  1.267  0.793  0.242
H  -1.309  0.905  -1.495
H  0.922  -1.196  -1.240
H  -0.593  -1.323  -2.312

Output
Kohn-Sham gap ... 9.088 eV
Energy ... -8368.383 eV
ΔE to the lowest compared entry with this formula, charge and spin ... 472.6 kJ/mol

Mulliken population analysis, charges in e, atoms 1 to 4:
1 O -0.294
2 C -0.225
3 C -1.248
4 C 0.309

Record 3
Formula: C3H5NO3
Source: OMol25
Level of theory: the ωB97M-V functional and the def2-TZVPD basis

Cartesian coordinates (Å):
N  0.169  1.172  -1.284
C  -0.174  1.090  0.030
O  -1.128  1.662  0.509
C  0.611  0.299  1.044
O  -0.313  -1.393  1.105
C  -0.295  -1.955  -0.091
O  0.181  -1.404  -1.057
H  0.810  0.497  -1.651
H  -0.508  1.548  -1.938
H  1.683  0.516  0.889
H  0.336  0.453  2.083
H  -0.759  -2.962  -0.260

Output
Kohn-Sham gap (spin up / spin down) ... 9.303 / 9.303 eV
Energy ... -10822.688 eV
ΔE to the lowest compared entry with this formula, charge and spin ... 289.4 kJ/mol

Mulliken population analysis, charges in e, atoms 1 to 4:
1 N -0.428
2 C 0.657
3 O -0.569
4 C -0.288

Record 4
Formula: CF2O3S
Source: OMol25
Level of theory: the ωB97M-V functional and the def2-TZVPD basis

Cartesian coordinates (Å):
C  1.758  0.350  -0.112
O  2.306  -0.615  -0.204
O  -0.102  -0.133  -1.233
O  -0.757  1.426  0.608
F  -0.273  -0.924  1.116
F  -2.228  -0.271  -0.174
S  -0.703  0.166  0.000

Output
Kohn-Sham gap (spin up / spin down) ... 7.132 / 8.885 eV
Energy ... -23442.231 eV
2S+1 ... 3
⟨S²⟩ ... 2.008
ΔE to the lowest compared entry with this formula, charge and spin ... 319.5 kJ/mol

Mulliken population analysis, charges in e, atoms 1 to 4:
1 C 0.182
2 O -0.191
3 O -0.438
4 O -0.464

Record 5
Formula: C3H2F3O5S
Source: OMol25
Level of theory: the ωB97M-V functional and the def2-TZVPD basis

Cartesian coordinates (Å):
C  -0.650  0.262  0.866
C  0.854  -0.409  0.429
C  1.663  0.813  -0.045
O  -2.217  -1.495  0.333
O  -0.892  0.858  1.869
O  -1.484  -0.499  -1.726
O  -3.065  0.791  -0.373
O  0.626  -1.283  -0.593
F  2.851  0.300  -0.431
F  2.005  1.549  1.003
F  1.138  1.552  -1.042
S  -2.010  -0.232  -0.387
H  1.353  -1.050  1.274
H  -0.173  -1.160  -1.177

Output
Kohn-Sham gap ... 9.029 eV
Energy ... -32369.989 eV
SMILES ... O=C([C@@H](O)C(F)(F)F)S(=O)(=O)[O-]
Net charge ... -1
ΔE to the lowest compared entry with this formula, charge and spin ... 0.0 kJ/mol

Mulliken population analysis, charges in e, atoms 1 to 4:
1 C 0.247
2 C 0.026
3 C 0.775
4 O -0.634

Record 6
Formula: C3H13NO2S
Source: OMol25
Level of theory: the ωB97M-V functional and the def2-TZVPD basis

Cartesian coordinates (Å):
C  2.727  0.766  -1.990
C  1.287  0.294  -1.904
C  1.013  -0.687  -0.790
S  -0.244  -1.976  -1.173
N  3.315  1.282  -0.747
H  2.799  1.577  -2.724
H  3.401  0.006  -2.363
H  0.609  1.154  -1.913
H  0.976  -0.109  -2.876
H  0.732  -0.369  0.201
H  1.941  -1.234  -0.567
H  0.605  -2.793  -1.809
H  3.010  0.767  0.079
H  3.097  2.265  -0.626
H  -3.385  -0.840  2.037
H  -3.112  0.352  2.974
O  -3.276  -0.603  2.961
H  -4.101  2.574  3.755
H  -3.027  2.615  2.676
O  -3.233  2.224  3.531

Output
Kohn-Sham gap ... 9.492 eV
Energy ... -19741.735 eV
SMILES ... NCCCS.O.O
ΔE to the lowest compared entry with this formula, charge and spin ... 68.3 kJ/mol

Mulliken population analysis, charges in e, atoms 1 to 4:
1 C -0.715
2 C -0.263
3 C -0.871
4 S -0.222